[1]
Here is a single C5H9NO molecule from the OMol25 dataset. Energies are from ωB97M-V/def2-TZVPD.

The HOMO-LUMO gap comes out at 10.609 eV. The value obtained for the energy above the lowest of the compared OMol25 structures with the same formula, charge and spin is 78.7 kJ/mol. The total energy comes out at -325.90760 Eh. The HOMO energy comes out at -9.66 eV. As for the strongest force on any atom: 0.442 eV/A. The calculation puts the LUMO energy at 0.035 Eh. As for the SMILES: C[C@@H]1C(=O)N[C@@H]1C.

Last column: Mulliken charge in e.
Geometry (Å):
N: 0.62 0.97 1.22  -0.116
O: -0.89 2.62 0.45  -0.621
C: -0.49 1.49 0.61  0.156
H: -2.30 -0.10 -1.53  0.358
H: 2.44 -0.81 0.37  0.350
C: 1.45 -1.03 -0.05  -1.393
H: 1.42 1.42 1.62  0.182
H: 1.35 -2.12 -0.11  0.315
H: 0.19 -1.06 1.69  0.278
C: -1.22 -0.05 -1.33  -1.426
C: 0.37 -0.42 0.82  0.204
H: 1.44 -0.63 -1.07  0.369
C: -0.96 0.09 0.17  0.302
H: -1.83 -0.24 0.75  0.376
H: -0.77 -0.95 -1.75  0.325
H: -0.83 0.81 -1.88  0.344

=====

[2]
Here is a single C5H9NO molecule in a non-equilibrium geometry from the OMol25 dataset. Energies are from ωB97M-V/def2-TZVPD.

The HOMO-LUMO gap comes out at 10.438 eV. The value obtained for the energy above the lowest of the compared OMol25 structures with the same formula, charge and spin is 126.8 kJ/mol. The total energy comes out at -325.88926 Eh. The HOMO energy comes out at -9.53 eV. As for the strongest force on any atom: 3.205 eV/A. The calculation puts the LUMO energy at 0.033 Eh. As for the SMILES: CC1(C)COC=N1.

Last column: Mulliken charge in e.
Geometry (Å):
C: 1.25 -0.40 -1.64  -0.048
C: 0.46 -0.50 1.45  -1.558
H: -2.09 0.03 -0.86  0.396
C: 0.34 1.26 -0.38  -0.698
H: -2.10 0.43 0.86  0.363
H: -1.96 -1.25 0.35  0.368
C: -1.67 -0.23 0.11  -1.620
H: -0.41 1.85 -0.89  0.316
H: 0.21 -1.54 1.68  0.377
C: -0.15 -0.11 0.10  1.751
H: 1.81 -0.89 -2.41  0.424
N: 0.39 -0.99 -0.94  -0.655
H: 0.94 1.83 0.30  0.289
H: 0.07 0.14 2.25  0.355
O: 1.49 0.87 -1.47  -0.419
H: 1.55 -0.40 1.42  0.359

=====

[3]
Here is a single C5H9NO molecule from the OMol25 dataset. Energies are from ωB97M-V/def2-TZVPD.

The HOMO-LUMO gap comes out at 8.467 eV. The value obtained for the energy above the lowest of the compared OMol25 structures with the same formula, charge and spin is 610.0 kJ/mol. The total energy comes out at -325.70522 Eh. The HOMO energy comes out at -8.23 eV. As for the strongest force on any atom: 0.396 eV/A. The calculation puts the LUMO energy at 0.009 Eh.

Last column: Mulliken charge in e.
Geometry (Å):
C: 0.02 -0.71 0.62  -0.754
H: -1.69 0.40 0.00  0.213
C: 0.53 0.55 -0.05  1.024
H: 1.67 1.16 -1.88  0.284
N: 1.78 1.21 0.27  -0.715
C: -1.38 -0.75 0.02  -0.068
H: -1.41 -1.13 -1.01  0.383
C: 1.66 0.51 -1.01  -0.672
H: 0.61 -1.61 0.44  0.289
H: -2.33 -1.11 1.65  0.351
H: -0.06 -0.54 1.70  0.362
H: 2.31 0.67 0.95  0.266
C: -0.69 1.45 -0.11  -0.899
H: 2.20 -0.43 -1.14  0.254
O: -2.37 -1.41 0.73  -0.500
H: -0.87 1.73 -1.17  0.183

=====

[4]
Here is a single C5H9NO molecule in a non-equilibrium geometry from the OMol25 dataset. Energies are from ωB97M-V/def2-TZVPD.

The HOMO-LUMO gap comes out at 10.742 eV. The value obtained for the energy above the lowest of the compared OMol25 structures with the same formula, charge and spin is 455.9 kJ/mol. The total energy comes out at -325.76389 Eh. The HOMO energy comes out at -9.80 eV. As for the strongest force on any atom: 2.050 eV/A. The calculation puts the LUMO energy at 0.035 Eh. As for the SMILES: C[C@H]1CC/C1=N\O.

Last column: Mulliken charge in e.
Geometry (Å):
C: -0.06 -1.16 -0.64  -0.600
C: -0.11 0.91 -0.30  0.279
H: 1.81 0.00 -1.09  0.402
H: 2.38 0.47 1.31  0.346
H: 0.02 -2.16 -0.22  0.322
H: -2.14 -0.40 -0.51  0.278
H: -0.20 -1.21 -1.73  0.258
C: 1.69 -0.34 1.04  -1.310
H: 0.93 -0.41 1.84  0.301
C: -1.14 -0.27 -0.08  -0.496
O: -1.99 1.76 -0.45  -0.408
H: 2.24 -1.28 1.03  0.350
H: -1.27 -0.28 1.01  0.220
H: -2.73 2.38 -0.42  0.265
N: -0.48 2.11 -0.48  -0.547
C: 1.04 -0.11 -0.32  0.341